[1]
C3H6N2OS in the gas phase in a non-equilibrium geometry, computed with wB97M-V/def2-TZVPD.

The total energy comes out at -700.7582 Eh. Its highest occupied orbital energy is -9.027 eV. The value obtained for the relative energy (zero: lowest compared OMol25 entry of this formula, charge and spin) is 3.564 eV. The SMILES is CS/N=C\NC=O. Its LUMO energy is 0.43 eV. For the strongest force on any atom, the calculation gives 0.1571 Eh/bohr. The value obtained for the HOMO-LUMO gap is 9.460 eV.

The geometry in XYZ format:
```
13
Properties=species:S:1:pos:R:3:forces:R:3
C 2.459 -0.803 0.280 1.0 4.3 -1.8
S 0.922 -0.323 -0.727 3.0 -1.3 2.2
N 0.278 0.110 0.790 1.9 0.0 -0.7
C -0.927 0.184 0.975 -4.1 1.2 1.2
N -1.997 -0.031 0.047 -0.8 2.8 -1.8
C -1.661 0.465 -1.291 -6.9 4.1 -1.2
O -2.537 1.226 -1.915 4.2 -4.1 3.1
H 2.308 -1.632 0.889 -0.4 -1.3 1.0
H 3.355 -0.834 -0.326 0.0 -1.0 -0.7
H 2.751 0.176 0.818 -1.1 -1.7 -0.2
H -1.281 0.625 1.939 0.2 -0.8 -0.6
H -2.948 0.506 0.295 2.8 -1.7 -0.5
H -0.721 0.330 -1.774 0.3 -0.5 -0.1
```
Positions in Å, forces in eV/Å.

[2]
C3H6N2OS in the gas phase in a non-equilibrium geometry, computed with wB97M-V/def2-TZVPD.

As for the multiplicity: 3. The total energy comes out at -700.6253 Eh. Its highest occupied orbital energy (spin up / spin down) is -6.325 / -9.793 eV. The value obtained for the relative energy (zero: lowest compared OMol25 entry of this formula, charge and spin) is 2.240 eV. Its LUMO energy (spin up / spin down) is 0.67 / -2.93 eV. For the strongest force on any atom, the calculation gives 0.0876 Eh/bohr. The value obtained for the HOMO-LUMO gap (spin up / spin down) is 6.997 / 6.867 eV.

The geometry in XYZ format:
```
13
Properties=species:S:1:pos:R:3:forces:R:3
C -0.838 -1.021 -0.393 -0.6 -1.4 1.0
C 0.854 1.550 -0.321 2.9 3.3 -1.0
C -1.676 -0.230 0.572 0.1 1.7 0.0
N 0.323 -0.841 -0.874 0.1 1.0 0.5
N 1.102 0.257 -0.415 -3.6 -2.4 -0.7
O -0.101 2.272 -0.537 0.2 -1.0 0.4
S 2.798 -0.407 -0.127 3.4 -0.7 1.0
H -1.153 -2.080 -0.517 -0.2 0.8 -0.7
H 2.008 2.005 -0.219 -2.5 -0.5 0.3
H -1.933 0.801 0.119 0.4 -1.6 0.7
H -1.018 0.008 1.482 -1.2 -0.4 -1.0
H -2.631 -0.773 0.819 1.2 0.6 0.0
H 2.264 -1.542 0.411 -0.3 0.5 -0.6
```
Positions in Å, forces in eV/Å.